Entry 1:
Below is one molecule with the formula C2H6N2O, with properties calculated with ωB97M-V/def2-TZVPD.

Structure (ORCA input):
```
! wB97M-V def2-TZVPD RIJCOSX def2/J DEFGRID3
* xyz 0 1
C -1.77 -0.39 -0.11
C 0.33 0.94 0.01
H -1.19 -1.12 -0.79
H -2.90 -0.13 -0.78
H -1.95 -0.75 0.98
H 0.89 1.88 0.01
H 0.67 -1.16 0.43
H 3.26 0.01 0.24
N -0.98 0.88 -0.02
N 1.22 -0.10 0.42
O 2.40 -0.07 -0.39
*
```

* total energy: -264.40267 hartree
* energy relative to the best compared isomer or geometry (same formula, charge and spin): 5.0243 eV
* orbital gap: 9.991 eV

natural (NBO) atomic charge list, values in e, 8 entries:
1 C -0.468
2 C 0.249
3 H 0.189
4 H 0.213
5 H 0.215
6 H 0.180
7 H 0.355
8 H 0.474

---

Entry 2:
Below is C27H25BClF4IrN4O7P as an isolated structure, with properties calculated with ωB97M-V/def2-TZVPD.

Structure (ORCA input):
```
! wB97M-V def2-TZVPD RIJCOSX def2/J DEFGRID3
* xyz 2 2
Ir 0.30 -0.91 -0.12
O -2.66 -5.15 2.16
C -2.51 -4.27 3.03
O -3.05 -4.40 4.18
C -1.74 -3.05 2.81
C -1.51 -1.98 3.66
Cl -2.01 -1.79 5.25
N -0.74 -1.08 3.01
N -0.44 -1.54 1.77
C -1.05 -2.71 1.63
C -0.97 -3.40 0.31
O -1.51 -4.50 0.15
O -0.34 -2.77 -0.59
C -0.31 0.19 3.54
C 1.04 0.45 3.66
C 1.43 1.63 4.29
C 0.47 2.50 4.79
C -0.88 2.22 4.64
C -1.28 1.06 4.00
H -2.12 -4.90 1.17
H 1.78 -0.26 3.31
H 2.48 1.84 4.42
H 0.78 3.40 5.30
H -1.63 2.91 5.02
H -2.33 0.83 3.86
O -3.88 0.73 -6.25
C -2.56 0.94 -6.32
O -2.07 1.48 -7.27
C -1.71 0.47 -5.16
C -2.13 -0.45 -4.21
C -1.28 -0.82 -3.17
C -0.02 -0.26 -3.11
C 0.42 0.65 -4.07
C -0.42 1.01 -5.09
N 0.86 -0.66 -2.04
C 2.08 -0.94 -2.29
C 2.90 -1.41 -1.18
C 4.23 -1.76 -1.28
C 4.87 -2.26 -0.16
C 4.16 -2.41 1.01
C 2.83 -2.04 1.05
N 2.21 -1.54 -0.02
H -4.16 0.40 -5.39
H -3.10 -0.91 -4.26
H -1.61 -1.55 -2.44
H 1.41 1.08 -4.00
H -0.12 1.71 -5.86
H 2.48 -0.90 -3.30
H 4.74 -1.65 -2.23
H 5.92 -2.55 -0.22
H 4.63 -2.81 1.90
H 2.23 -2.15 1.94
F -1.63 -0.29 -0.24
B -2.94 0.66 -0.70
F -3.38 1.08 0.51
F -3.72 -0.23 -1.35
F -2.33 1.61 -1.46
C 0.57 2.90 -1.57
P 0.75 2.43 0.14
C -0.68 3.00 1.03
C 2.17 3.30 0.80
O 1.06 0.93 0.31
H 0.40 3.98 -1.62
H -0.29 2.39 -2.00
H 1.48 2.66 -2.13
H -0.90 4.02 0.73
H -0.48 2.98 2.09
H -1.55 2.38 0.81
H 2.03 4.38 0.70
H 3.07 3.01 0.25
H 2.29 3.05 1.85
*
```

* total energy: -3119.51948 hartree
* energy relative to the best compared isomer or geometry (same formula, charge and spin): 1.4974 eV
* orbital gap (alpha / beta): 5.546 / 3.190 eV

Löwdin atomic charge list, values in e, 8 entries:
1 Ir 1.767
2 O 0.144
3 C -0.534
4 O 0.034
5 C -0.021
6 C -0.542
7 Cl 0.934
8 N -0.018

---

Entry 3:
Below is C3H3AgO2 as an isolated structure, with properties calculated with ωB97M-V/def2-TZVPD.

Structure (ORCA input):
```
! wB97M-V def2-TZVPD RIJCOSX def2/J DEFGRID3
* xyz 0 1
C -0.95 0.17 -1.47
C -1.43 -0.20 -0.25
H -1.51 0.97 -1.98
H 0.08 -0.05 -1.77
H -2.48 0.07 -0.03
O 2.82 0.33 1.65
C 3.35 1.28 1.36
O -0.87 -0.98 0.63
Ag 0.99 -1.58 1.85
*
```

* total energy: -413.43920 hartree
* energy relative to the best compared isomer or geometry (same formula, charge and spin): 0.0000 eV
* orbital gap: 5.027 eV

natural (NBO) atomic charge list, values in e, 8 entries:
1 C -0.641
2 C 0.211
3 H 0.191
4 H 0.175
5 H 0.120
6 O -0.576
7 C 0.575
8 O -0.954

---

Entry 4:
Below is an isolated ion of composition C4H13N3 and charge -1, with properties calculated with ωB97M-V/def2-TZVPD.

Structure (ORCA input):
```
! wB97M-V def2-TZVPD RIJCOSX def2/J DEFGRID3
* xyz -1 2
C 0.12 0.43 0.49
N -1.22 -0.29 0.14
C -2.17 0.82 -0.10
N -2.03 1.07 -1.55
C 1.25 -0.65 0.53
C 1.64 -1.10 -0.84
N 2.45 -0.14 1.31
H -0.08 0.75 1.59
H 0.37 1.24 -0.26
H -1.51 -0.85 1.01
H -1.92 1.70 0.52
H -3.15 0.54 0.26
H -1.57 0.19 -1.75
H -2.97 0.98 -1.93
H 0.91 -1.56 1.05
H 2.34 -1.92 -0.86
H 0.74 -1.14 -1.48
H 2.27 -0.23 -1.39
H 2.08 -0.30 2.29
H 3.14 -0.81 1.14
*
```

* total energy: -324.36368 hartree
* energy relative to the best compared isomer or geometry (same formula, charge and spin): 1.2645 eV
* orbital gap (alpha / beta): 2.895 / 9.695 eV

natural (NBO) atomic charge list, values in e, 8 entries:
1 C -0.318
2 N -0.735
3 C -0.184
4 N -0.871
5 C -0.330
6 C -0.625
7 N -0.870
8 H 0.144

---

Entry 5:
Below is a 2-piece molecular cluster, C4H12NS2 overall, with properties calculated with ωB97M-V/def2-TZVPD.

Structure (ORCA input):
```
! wB97M-V def2-TZVPD RIJCOSX def2/J DEFGRID3
* xyz 1 1
C -0.36 1.85 -0.47
C 1.06 -2.18 -0.98
C -0.87 2.00 0.90
C -2.29 -0.22 -0.22
N 1.13 -0.98 -0.20
S -3.54 -1.22 -0.67
S -2.42 0.93 1.10
H 0.27 0.96 -0.61
H -1.16 1.86 -1.17
H 0.34 2.59 -0.71
H 1.52 -1.92 -2.00
H 1.63 -2.97 -0.65
H -0.02 -2.41 -0.89
H -1.24 2.98 1.22
H -0.22 1.52 1.62
H -1.32 -0.19 -0.75
H 0.64 -1.10 0.66
H 2.07 -0.75 -0.11
H -4.55 -0.88 0.23
*
```

* total energy: -1010.40223 hartree
* energy relative to the best compared isomer or geometry (same formula, charge and spin): 2.5376 eV
* orbital gap: 7.075 eV

natural (NBO) atomic charge list, values in e, 8 entries:
1 C -0.693
2 C -0.397
3 C -0.439
4 C -0.465
5 N -0.853
6 S 0.379
7 S 0.462
8 H 0.271

---

Entry 6:
Below is C41H62ClN4NaO4Se as an isolated structure, with properties calculated with ωB97M-V/def2-TZVPD.

Structure (ORCA input):
```
! wB97M-V def2-TZVPD RIJCOSX def2/J DEFGRID3
* xyz -2 1
Na -1.67 0.58 -0.32
N -3.48 -1.91 -2.00
C -3.97 -0.55 -2.14
C -4.86 0.04 -1.03
N -4.36 0.02 0.35
C -4.70 -1.29 0.95
C -4.15 -1.45 2.35
N -2.86 -0.78 2.50
C -5.01 1.10 1.12
C -4.49 2.49 0.81
N -3.26 2.85 1.51
H -2.88 -2.00 -1.17
H -2.85 -2.14 -2.78
H -4.56 -0.50 -3.09
H -3.16 0.14 -2.35
H -5.86 -0.41 -1.05
H -4.96 1.06 -1.34
H -4.25 -2.06 0.31
H -5.79 -1.46 0.95
H -4.16 -2.49 2.60
H -4.83 -0.99 3.05
H -2.16 -1.14 1.86
H -2.50 -0.92 3.43
H -4.87 0.87 2.19
H -6.12 1.06 0.95
H -5.29 3.22 1.01
H -4.36 2.54 -0.26
H -2.56 3.19 0.86
H -2.86 2.02 1.95
C 3.39 -4.88 4.30
C 2.97 -3.42 4.34
C 4.26 -2.59 4.27
C 2.28 -3.19 5.71
C 2.01 -3.06 3.21
C 1.57 -1.77 3.01
C 0.60 -1.41 2.07
Se 0.26 0.46 1.89
C 1.52 1.07 0.57
C 2.70 1.55 1.05
C 3.68 2.11 0.21
C 3.34 2.21 -1.12
C 2.18 1.70 -1.68
C 1.23 1.05 -0.84
O 0.18 0.49 -1.26
C 2.00 1.83 -3.20
C 3.02 0.89 -3.89
C 2.17 3.34 -3.55
C 0.66 1.43 -3.77
C 4.95 2.72 0.81
C 4.54 3.86 1.76
C 5.89 3.31 -0.21
C 5.73 1.70 1.66
C -0.03 -2.39 1.23
O -1.00 -2.05 0.46
C 0.57 -3.74 1.32
C 1.49 -3.99 2.31
C 0.24 -4.78 0.28
C 0.64 -4.17 -1.08
C 0.99 -6.10 0.45
C -1.29 -5.06 0.33
H 4.07 -5.11 5.14
H 3.92 -5.11 3.39
H 2.56 -5.59 4.37
H 4.98 -2.91 5.02
H 4.07 -1.51 4.47
H 4.67 -2.68 3.27
H 3.02 -3.46 6.49
H 1.37 -3.77 5.80
H 1.98 -2.18 5.80
H 1.99 -0.96 3.61
H 2.85 1.46 2.12
H 4.07 2.72 -1.77
H 4.03 1.05 -3.53
H 2.98 1.01 -4.98
H 2.75 -0.15 -3.63
H 3.16 3.74 -3.30
H 1.40 3.89 -3.00
H 2.01 3.47 -4.61
H 0.44 0.37 -3.56
H 0.66 1.61 -4.87
H -0.20 1.99 -3.36
H 3.93 4.60 1.23
H 5.43 4.36 2.16
H 3.92 3.47 2.55
H 5.45 4.16 -0.72
H 6.20 2.61 -1.00
H 6.81 3.67 0.27
H 5.11 1.38 2.50
H 6.61 2.17 2.08
H 5.99 0.81 1.07
H 1.89 -5.01 2.34
H 1.70 -3.95 -1.14
H 0.07 -3.26 -1.24
H 0.42 -4.88 -1.89
H 2.08 -5.99 0.45
H 0.72 -6.76 -0.38
H 0.66 -6.62 1.33
H -1.85 -4.13 0.32
H -1.57 -5.60 1.24
H -1.61 -5.64 -0.58
Cl -6.06 5.34 -6.65
C -4.95 4.76 -5.38
C -4.75 3.39 -5.18
C -3.95 3.00 -4.10
C -3.32 3.92 -3.27
C -3.50 5.25 -3.55
C -4.29 5.69 -4.62
C -2.59 3.43 -2.02
O -2.18 4.32 -1.27
O -2.50 2.17 -1.90
H -5.28 2.67 -5.80
H -3.83 1.93 -3.90
H -3.03 5.94 -2.88
H -4.43 6.74 -4.81
*
```

* total energy: -5143.56450 hartree
* orbital gap: 5.245 eV

Löwdin atomic charge list, values in e, 8 entries:
1 Na 0.244
2 N 0.000
3 C -0.265
4 C -0.182
5 N -0.141
6 C -0.198
7 C -0.278
8 N 0.028

---

Entry 7:
Below is C18H34N7OSV as an isolated structure, with properties calculated with ωB97M-V/def2-TZVPD.

Structure (ORCA input):
```
! wB97M-V def2-TZVPD RIJCOSX def2/J DEFGRID3
* xyz 4 3
V 10.56 8.96 9.04
C 12.49 12.86 9.83
C 12.00 11.55 9.31
N 11.04 10.84 9.79
N 10.34 11.29 10.88
C 9.51 10.43 11.53
N 9.05 10.82 12.71
S 9.07 8.95 10.79
C 12.73 10.87 8.18
C 13.80 11.40 7.52
C 14.44 10.61 6.56
C 13.97 9.34 6.28
C 12.80 8.92 6.92
N 12.20 9.63 7.83
H 11.79 13.68 9.69
H 13.41 13.17 9.33
H 12.81 12.86 10.93
H 10.46 12.27 11.25
H 9.42 11.61 13.20
H 8.38 10.32 13.30
H 14.14 12.37 7.71
H 15.37 10.99 6.21
H 14.54 8.54 5.76
H 12.48 7.90 6.69
N 5.29 7.31 7.07
C 6.63 7.68 6.59
C 7.62 6.49 6.71
C 9.10 6.96 6.53
N 9.82 6.96 7.88
C 9.19 8.34 5.93
C 8.47 9.42 6.72
N 9.30 10.11 7.73
C 7.23 8.81 7.40
H 5.05 6.34 6.85
H 4.58 7.81 6.53
H 5.31 7.54 8.10
H 6.56 7.92 5.54
H 7.48 5.71 5.99
H 7.47 5.96 7.65
H 9.57 6.21 5.86
H 10.63 6.34 7.77
H 9.24 6.40 8.48
H 8.79 8.27 4.90
H 10.23 8.67 5.74
H 8.12 10.06 5.97
H 8.68 10.85 8.11
H 10.03 10.59 7.21
H 6.54 9.64 7.54
H 7.46 8.49 8.44
C 12.72 5.95 10.99
C 13.91 6.99 11.19
C 13.57 8.14 10.23
O 12.04 8.08 10.12
C 11.58 6.93 10.98
H 12.60 5.19 11.80
H 12.84 5.45 10.03
H 14.92 6.58 11.00
H 13.88 7.39 12.18
H 13.95 8.06 9.24
H 13.92 9.05 10.66
H 10.62 6.61 10.57
H 11.32 7.36 11.91
*
```

* total energy: -2505.63821 hartree
* energy relative to the best compared isomer or geometry (same formula, charge and spin): 0.4670 eV
* orbital gap (alpha / beta): 8.009 / 8.690 eV

natural (NBO) atomic charge list, values in e, 8 entries:
1 V 1.438
2 C -0.743
3 C 0.360
4 N -0.356
5 N -0.421
6 C 0.357
7 N -0.691
8 S -0.060

---

Entry 8:
Below is C45H52N4O4S2Ti as an isolated structure, with properties calculated with ωB97M-V/def2-TZVPD.

Structure (ORCA input):
```
! wB97M-V def2-TZVPD RIJCOSX def2/J DEFGRID3
* xyz 0 1
Ti 0.24 0.50 1.19
S -0.88 1.77 3.32
C -1.02 2.93 2.09
C -1.47 4.25 2.30
C -1.54 5.11 1.24
C -1.16 4.66 -0.04
C -0.71 3.38 -0.16
N -0.64 2.51 0.87
H -1.75 4.55 3.30
H -1.89 6.13 1.38
H -1.19 5.31 -0.90
H -0.36 3.02 -1.12
C -1.15 -0.10 -4.55
C -1.09 1.16 -3.68
C -2.19 1.13 -2.63
C 0.35 1.56 -3.29
C 0.98 2.15 -4.39
C 2.24 2.70 -4.31
C 2.86 2.70 -3.08
C 2.31 2.12 -1.94
C 3.17 2.35 -0.70
C 2.56 3.38 0.25
C 3.67 1.07 -0.04
C 1.05 1.47 -2.06
N 0.45 0.65 -1.00
C 0.07 -0.51 -1.46
C -0.84 -1.50 -0.96
C -0.99 -2.59 -1.85
C -1.93 -3.56 -1.67
C -2.78 -3.46 -0.56
C -2.63 -2.44 0.36
C -1.62 -1.46 0.23
N -1.44 -0.52 1.23
C -2.55 -0.42 2.18
C -3.62 0.41 1.82
C -4.67 0.61 2.71
C -4.68 -0.01 3.94
C -3.65 -0.87 4.26
C -2.58 -1.12 3.41
C -1.58 -2.14 3.94
C -0.25 -1.54 4.39
C -1.39 -3.34 3.03
C -3.71 1.12 0.48
C -4.11 2.59 0.62
C -4.71 0.41 -0.44
H -2.05 -0.08 -5.18
H -1.20 -1.00 -3.95
H -0.28 -0.18 -5.21
H -1.38 1.99 -4.34
H -2.20 0.21 -2.06
H -3.15 1.18 -3.15
H -2.15 1.97 -1.95
H 0.44 2.20 -5.33
H 2.71 3.14 -5.17
H 3.83 3.18 -2.99
H 4.07 2.83 -1.08
H 1.69 3.02 0.78
H 2.28 4.28 -0.30
H 3.30 3.67 1.00
H 2.86 0.41 0.25
H 4.25 1.32 0.85
H 4.32 0.53 -0.73
H 0.42 -0.76 -2.47
H -0.33 -2.63 -2.71
H -2.03 -4.37 -2.37
H -3.55 -4.19 -0.40
H -3.28 -2.41 1.22
H -5.48 1.27 2.44
H -5.49 0.17 4.64
H -3.67 -1.38 5.22
H -2.05 -2.52 4.85
H 0.29 -1.12 3.56
H 0.37 -2.32 4.83
H -0.40 -0.75 5.14
H -0.91 -3.09 2.09
H -2.34 -3.82 2.81
H -0.75 -4.08 3.53
H -2.73 1.09 0.03
H -5.17 2.70 0.83
H -3.91 3.11 -0.32
H -3.55 3.09 1.41
H -5.69 0.36 0.05
H -4.41 -0.60 -0.69
H -4.84 0.97 -1.37
C 6.13 -3.42 -3.03
C 5.08 -3.19 -1.97
C 5.00 -4.01 -0.85
C 4.03 -3.82 0.11
C 3.12 -2.79 -0.04
C 3.18 -1.96 -1.15
C 4.16 -2.16 -2.10
S 1.79 -2.68 1.14
O 0.63 -3.21 0.48
O 2.25 -3.35 2.33
N 1.59 -1.08 1.46
C 2.67 -0.71 2.40
C 2.59 0.75 2.74
O 3.37 1.32 3.45
O 1.56 1.33 2.14
H 6.91 -4.08 -2.67
H 6.58 -2.48 -3.34
H 5.68 -3.87 -3.92
H 5.72 -4.82 -0.73
H 3.98 -4.45 0.99
H 2.47 -1.14 -1.26
H 4.21 -1.50 -2.96
H 3.67 -0.90 1.98
H 2.61 -1.29 3.32
*
```

* total energy: -3911.90685 hartree
* orbital gap: 6.505 eV

Löwdin atomic charge list, values in e, 8 entries:
1 Ti 1.072
2 S 0.837
3 C -0.734
4 C -0.093
5 C -0.061
6 C -0.060
7 C -0.148
8 N -0.063

---

Entry 9:
Below is C12H22AsFINO2P as an isolated structure, with properties calculated with ωB97M-V/def2-TZVPD.

Structure (ORCA input):
```
! wB97M-V def2-TZVPD RIJCOSX def2/J DEFGRID3
* xyz -1 1
C 1.17 -2.30 1.43
C 1.34 -0.76 0.85
O 1.98 0.13 1.66
N 0.80 -0.24 -0.47
C -0.69 -0.49 -0.62
C -1.63 0.74 -0.08
C -1.73 0.87 1.55
C -3.11 0.24 2.20
As -2.82 -1.69 2.82
P -4.11 -2.45 1.09
O -3.18 -3.75 0.32
I -6.23 -3.43 1.93
H 1.20 -2.20 2.61
H 2.08 -2.95 1.01
H 0.19 -2.84 1.07
H 1.35 -0.59 -1.28
H -0.88 -0.55 -1.80
H -1.03 -1.56 -0.22
H -2.73 0.61 -0.52
H -1.25 1.78 -0.52
H -1.75 2.04 1.79
H -0.83 0.43 2.15
H -3.31 0.85 3.21
H -4.06 0.35 1.50
H -4.09 -1.65 3.72
H -2.54 -3.16 3.32
H -1.59 -1.77 1.88
H -1.98 -1.17 4.02
H -2.24 -3.40 0.12
F 3.39 -0.25 -3.33
C 3.43 1.07 -3.11
C 3.47 1.94 -4.20
C 3.51 3.31 -3.98
C 3.52 3.81 -2.67
C 3.48 2.93 -1.58
C 3.43 1.55 -1.81
H 3.47 1.53 -5.21
H 3.53 4.00 -4.82
H 3.55 4.88 -2.49
H 3.49 3.31 -0.57
H 3.40 0.85 -0.98
*
```

* total energy: -3650.13334 hartree
* orbital gap: 5.855 eV

natural (NBO) atomic charge list, values in e, 8 entries:
1 C -0.740
2 C 0.704
3 O -0.579
4 N -0.728
5 C -0.230
6 C -0.424
7 C -0.444
8 C -0.770

---

Entry 10:
Below is a 2-piece molecular cluster, C2H7N3O2 overall, with properties calculated with ωB97M-V/def2-TZVPD.

Structure (ORCA input):
```
! wB97M-V def2-TZVPD RIJCOSX def2/J DEFGRID3
* xyz 0 1
C 0.85 -0.72 0.36
C -0.41 0.06 0.14
N -0.99 0.59 1.25
N -0.87 0.18 -1.04
N 1.62 1.37 -2.28
O 2.61 1.72 -2.85
O 0.91 0.39 -2.91
H 1.21 -0.60 1.38
H 1.62 -0.40 -0.33
H 0.66 -1.77 0.18
H -1.84 1.11 1.17
H -0.61 0.44 2.17
H 0.13 0.19 -2.28
H -1.74 0.71 -1.11
*
```

* total energy: -395.07894 hartree
* energy relative to the best compared isomer or geometry (same formula, charge and spin): 3.4304 eV
* orbital gap: 9.943 eV

natural (NBO) atomic charge list, values in e, 8 entries:
1 C -0.677
2 C 0.499
3 N -0.801
4 N -0.777
5 N 0.310
6 O -0.331
7 O -0.570
8 H 0.210

---

Entry 11:
Below is C2H3CdO3 as an isolated structure, with properties calculated with ωB97M-V/def2-TZVPD.

Structure (ORCA input):
```
! wB97M-V def2-TZVPD RIJCOSX def2/J DEFGRID3
* xyz 0 2
H -0.55 1.34 -1.23
O 0.28 -1.29 0.48
O 1.09 -1.34 -0.73
C -0.68 -0.31 0.37
H -1.33 -0.28 1.26
Cd 2.32 -0.13 0.21
O 0.69 1.25 0.45
C -0.37 1.02 -0.20
H -1.44 -0.25 -0.61
*
```

* total energy: -471.16772 hartree
* energy relative to the best compared isomer or geometry (same formula, charge and spin): 6.2659 eV
* orbital gap (alpha / beta): 6.102 / 8.035 eV

natural (NBO) atomic charge list, values in e, 8 entries:
1 H 0.184
2 O -0.347
3 O -0.705
4 C -0.153
5 H 0.237
6 Cd 0.911
7 O -0.643
8 C 0.371

---

> What is the total energy in the ninth record?

-3650.13334 hartree